C23H37N2O2OsP2 as an isolated structure. Source: the Open Molecules 2025 dataset; level of theory: ωB97M-V/def2-TZVPD.

## Properties
<S²> = 6.02
2S+1 = 5
HOMO-LUMO gap (alpha / beta) = 4.98 / 6.76 eV
E_HOMO (alpha / beta) = -7.68 / -10.68 eV
Net charge = +1

Last column: Mulliken spin population.
Cartesian coordinates (Å):
Os1 0.18544 -0.34523 0.18401  2.005
P1 -1.96349 -0.61115 -0.56698  0.223
P2 2.39231 -0.43644 -0.24496  0.371
O1 -1.92245 -1.79498 -5.12936  0.000
O2 1.02340 -1.67982 -3.63604  0.003
N1 0.22285 0.93809 -1.60583  -0.184
N2 -0.93354 2.22796 1.99941  -0.093
C1 3.11991 -0.24552 1.41771  0.029
C2 0.08779 3.87374 0.38965  0.061
C3 -0.18306 -1.89117 2.44671  0.031
C4 1.47464 2.56109 -2.85325  -0.014
C5 0.21560 -3.55890 0.71817  -0.025
C6 -0.86770 2.34509 -3.17863  -0.014
C7 -0.91855 1.28859 -2.28239  0.062
C8 3.48107 -1.62212 -1.15230  0.050
C9 1.39475 1.54240 -1.91542  0.003
C10 -2.97403 -2.06293 -1.04205  0.041
C11 -2.23645 0.58382 -2.00598  -0.029
C12 -1.63602 0.99877 4.07795  0.030
C13 -0.25131 -2.90576 3.41724  0.069
C14 -0.74790 1.88249 3.30974  0.325
C15 0.00740 3.14912 1.66817  0.264
C16 0.40494 2.53800 3.81663  0.136
C17 0.20379 -4.56949 1.69024  0.022
C18 2.62637 1.15790 -1.15670  0.015
C19 0.32120 2.98742 -3.48092  0.028
C20 0.02824 -2.19483 1.10979  0.007
C21 -2.95862 0.29203 0.64081  0.113
C22 0.89287 3.35635 2.78942  0.170
C23 -0.04611 -4.24588 3.04133  0.009
H1 0.40007 -5.61974 1.40769  0.002
H2 3.03362 -1.80102 -2.14612  -0.010
H3 0.39908 -3.78758 -0.33638  0.004
H4 -3.21280 -0.37018 1.46784  0.004
H5 0.77260 2.42098 4.83335  0.002
H6 -2.37709 1.14494 1.01568  -0.061
H7 -4.04765 -1.81210 -1.05529  0.003
H8 -2.61199 -0.06649 -2.74514  -0.005
H9 2.90591 1.90236 -0.40375  0.052
H10 0.95381 -1.69459 -0.35064  0.134
H11 -2.34616 -0.92376 -5.41112  0.000
H12 -2.28867 1.59844 4.73478  0.034
H13 -3.01424 1.31694 -1.75076  0.000
H14 -0.09422 4.94219 0.56039  0.032
H15 0.04292 -1.70498 -3.58457  0.003
H16 1.74194 4.03458 2.77228  0.002
H17 3.50096 -2.56311 -0.57719  0.002
H18 0.36900 3.79473 -4.21319  0.002
H19 3.47196 1.00090 -1.82932  0.014
H20 -3.86367 0.66051 0.14844  0.004
H21 -1.03348 0.34365 4.72653  0.016
H22 4.50353 -1.20179 -1.22939  0.007
H23 1.26719 -2.58388 -3.85882  0.003
H24 -2.81404 -2.85801 -0.29923  0.001
H25 2.96630 -1.20221 1.95939  0.010
H26 -0.44274 -2.64976 4.46222  0.000
H27 -0.08229 -5.04172 3.79358  0.001
H28 2.43421 3.02077 -3.01496  0.001
H29 -0.65436 3.49374 -0.31452  -0.005
H30 -2.26680 0.39232 3.41417  -0.006
H31 -0.27031 -0.84209 2.72750  0.065
H32 -2.70675 -2.44041 -2.04129  -0.003
H33 2.56861 0.57068 1.93041  -0.048
H34 -1.14730 -1.39648 -4.82355  0.001
H35 -1.78713 2.60955 -3.70700  0.001
H36 1.08972 3.76528 -0.04080  0.016
H37 4.19695 -0.01131 1.31263  0.013

---

C23H37N2O2P3Pb as an isolated structure. Source: the Open Molecules 2025 dataset; level of theory: ωB97M-V/def2-TZVPD.

## Properties
2S+1 = 1
Relative energy (zero: lowest compared OMol25 entry of this formula, charge and spin) = 0.00 kcal/mol
HOMO-LUMO gap (alpha / beta) = 4.46 / 3.31 eV
E_HOMO (alpha / beta) = -17.63 / -17.41 eV
Net charge = +4

Last column: Löwdin charge in e.
Cartesian coordinates (Å):
Pb1 -1.20338 1.66013 -1.15006  1.495
P1 -2.60801 0.03163 3.00500  1.024
P2 3.61845 1.84161 -0.12588  0.939
P3 -0.71739 -2.48507 -2.84552  0.769
O1 -0.52850 -2.28307 0.34312  -0.002
O2 1.96283 -0.65718 -1.34256  0.037
N1 -0.32764 -3.74194 4.97714  0.191
N2 2.24126 -1.42412 1.62731  0.030
C1 -2.49421 -2.43759 -3.27723  -0.292
C2 5.26958 1.46121 0.53007  -0.176
C3 1.30993 -1.86963 2.45980  -0.140
C4 2.05244 0.36734 -0.74250  -0.132
C5 -2.13908 3.93774 -1.07317  -0.136
C6 -0.26824 -4.24037 -2.67400  -0.254
C7 2.76070 -3.67606 3.15692  0.035
C8 -4.23638 -0.23142 2.17949  -0.218
C9 1.53008 -3.00081 3.27698  -0.179
C10 0.06931 -1.92221 -4.39449  -0.289
C11 3.70219 -3.21221 2.24054  0.000
C12 -1.00511 3.21073 -3.12200  -0.096
C13 -2.75259 1.85298 3.26428  -0.227
C14 3.39681 -2.06917 1.48009  -0.124
C15 2.63215 3.04696 0.84896  -0.203
C16 -3.21321 3.06033 -1.35461  -0.122
C17 0.50335 -3.41389 4.21266  -0.146
C18 -1.05018 -1.28004 0.11970  -0.113
C19 -3.15938 2.20637 -2.49196  -0.115
C20 -1.05344 4.03479 -1.97553  -0.111
C21 3.63709 2.72460 -1.71539  -0.204
C22 -2.50397 -0.82049 4.61924  -0.201
C23 -2.05227 2.29561 -3.37335  -0.111
H1 4.46840 3.44153 -1.79173  0.093
H2 5.71192 0.62981 -0.05343  0.080
H3 4.66893 -3.69659 2.11088  0.129
H4 1.71579 3.30978 0.28835  0.026
H5 -0.18482 3.32564 -3.83684  0.162
H6 -0.17413 -0.85800 -4.53063  0.017
H7 -0.34661 -4.79253 -3.61967  0.071
H8 -1.52530 -0.55010 5.05288  0.068
H9 2.28237 2.64074 1.80866  0.064
H10 -4.29433 -1.26351 1.80751  0.063
H11 -2.04694 1.70288 -4.29181  0.162
H12 -0.26322 -2.50462 -5.26222  0.064
H13 -2.18148 4.59371 -0.19145  0.162
H14 3.70569 2.00827 -2.54469  0.071
H15 -4.27448 0.42741 1.29297  0.036
H16 -0.29539 4.80750 -1.83596  0.157
H17 2.67439 3.25402 -1.82169  0.044
H18 1.15967 -1.98802 -4.27765  0.046
H19 -4.10268 3.08118 -0.72781  0.155
H20 5.16219 1.10064 1.57062  0.076
H21 0.37603 -1.29709 2.55086  0.080
H22 -3.97907 1.51997 -2.70455  0.160
H23 4.10644 -1.66884 0.74517  0.105
H24 -3.44426 2.16212 4.06292  0.095
H25 -3.31358 -0.58543 5.32349  0.096
H26 -3.05853 -2.81072 -2.41243  0.042
H27 -5.10813 -0.02538 2.81430  0.093
H28 -2.72096 -3.03255 -4.17277  0.066
H29 3.18277 3.97980 1.07288  0.095
H30 2.95003 -4.54590 3.78561  0.146
H31 5.95802 2.32831 0.50363  0.095
H32 -2.44606 -1.90376 4.42319  0.052
H33 -1.75046 2.24673 3.48108  0.051
H34 -3.05665 2.33400 2.31813  0.031
H35 -0.88757 -4.70058 -1.89076  0.055
H36 -2.80994 -1.39042 -3.42517  0.014
H37 0.76877 -4.24680 -2.30493  0.050

---

C23H37N3O8S4Sr as an isolated structure. Source: the Open Molecules 2025 dataset; level of theory: ωB97M-V/def2-TZVPD.

## Properties
2S+1 = 1
Relative energy (zero: lowest compared OMol25 entry of this formula, charge and spin) = 71.07 kcal/mol
HOMO-LUMO gap = 4.63 eV
E_HOMO = -0.51 eV
Net charge = -2

Last column: Löwdin charge in e.
Cartesian coordinates (Å):
Sr1 1.17305 1.63422 -0.31926  1.442
S1 1.60336 -5.99974 -1.79758  0.607
S2 -1.95074 2.01779 -0.77473  0.425
S3 0.39610 4.33529 -1.30144  0.354
S4 0.59921 -2.11566 -2.54623  0.676
O1 2.53465 2.43685 1.23196  -0.146
O2 1.74204 -0.16016 0.64245  -0.129
O3 0.70259 -6.84590 -1.04836  -0.336
O4 -0.96232 -0.84465 2.27945  -0.173
O5 2.78691 1.46072 -1.65899  -0.346
O6 4.22917 0.99357 1.03419  0.026
O7 3.48442 -1.49222 0.22777  0.151
O8 2.99819 -6.37606 -1.74108  -0.337
N1 -0.29320 2.50150 3.15542  -0.060
N2 -0.37393 2.93216 1.80432  -0.051
N3 1.38196 -4.42503 -1.45571  -0.117
C1 0.35730 -4.17428 -4.99634  -0.042
C2 3.62440 2.28853 -0.85679  -0.136
C3 0.77198 -4.58308 -3.73816  -0.244
C4 1.08554 -5.91321 -3.51104  -0.216
C5 0.99572 -6.86775 -4.50049  -0.057
C6 0.94934 -3.75309 -2.50813  -0.851
C7 -2.40087 -1.35776 0.42885  -0.089
C8 -0.35011 -1.72919 4.46863  -0.072
C9 3.03615 0.10472 -1.39924  -0.153
C10 -2.85461 2.65822 -3.31300  -0.182
C11 -0.87373 3.92309 -2.45697  -0.869
C12 3.46235 1.88784 0.61891  -0.744
C13 -0.76926 4.66496 -3.77320  -0.184
C14 -1.35026 2.99482 4.05693  -0.639
C15 -2.71036 2.35577 3.74625  -0.043
C16 0.10837 -1.28768 3.08109  -0.297
C17 -1.70450 -1.88644 1.66279  -0.277
C18 -1.44295 4.51507 3.93903  -0.060
C19 0.26780 -5.12403 -6.00394  -0.088
C20 2.73600 -0.41564 -0.01070  -0.567
C21 -1.82724 2.99561 -2.24359  -0.848
C22 0.57939 -6.45956 -5.76197  -0.098
C23 -0.90924 2.61790 5.47259  -0.061
H1 -2.11128 4.91337 4.70597  0.074
H2 -2.38133 2.13058 -4.14914  0.067
H3 0.63543 -2.11081 2.58268  0.112
H4 -1.62473 2.97840 6.21680  0.073
H5 -1.30209 2.85657 1.39350  -0.041
H6 3.19052 -1.86366 1.07064  0.145
H7 4.66942 2.17987 -1.15654  0.140
H8 -0.04824 -4.82331 -6.99571  0.095
H9 -0.82844 1.53163 5.56684  0.062
H10 -3.49504 2.77657 4.38147  0.074
H11 0.07137 3.04924 5.67778  0.076
H12 -1.82858 4.80296 2.96153  0.078
H13 -1.02207 -2.58634 4.39581  0.066
H14 4.06951 -0.15654 -1.63087  0.158
H15 0.50899 -2.01254 5.07998  0.070
H16 -0.45135 4.95452 4.06639  0.083
H17 -1.71967 4.69219 -4.31463  0.042
H18 -1.03117 -2.70947 1.38988  0.121
H19 -1.67188 -1.12249 -0.34323  0.036
H20 -2.97856 2.52498 2.70074  0.074
H21 -0.88410 -0.91390 4.96041  0.058
H22 -2.93553 -0.43691 0.65681  0.047
H23 3.30677 3.31898 -1.00291  0.109
H24 -3.10167 -2.10195 0.04643  0.074
H25 -2.66433 1.27612 3.90936  0.073
H26 -0.03071 4.18044 -4.42317  0.062
H27 -3.34796 3.55429 -3.70575  0.050
H28 -2.44589 -2.28511 2.37255  0.108
H29 -3.60616 2.00258 -2.88061  0.026
H30 -0.03036 3.87522 1.70269  0.048
H31 0.11262 -3.13407 -5.16383  0.087
H32 -0.42940 5.68281 -3.58050  0.036
H33 2.37735 -0.49090 -2.04133  0.054
H34 1.24401 -7.90206 -4.29605  0.112
H35 0.49842 -7.18274 -6.56439  0.092
H36 0.79910 -0.44608 3.15740  0.109
H37 -0.34568 1.49013 3.11934  0.081

---

no.,F_max (eV/Å),E (eV)
1,3.23,-52561.2953
2,5.65,-64594.3483
3,11.24,-89479.3316